(1)
C4H9N3S in the gas phase at a distorted geometry, computed with ωB97M-V/def2-TZVPD.

Output
HOMO energy (eV): -8.5
Relative energy (zero: lowest compared OMol25 entry of this formula, charge and spin) (eV): 2.903
SMILES string: C[C@H](C=S)N/N=C/N
Kohn-Sham gap (eV): 8.4752

Cartesian coordinates (Å):
S: -2.578 -1.921 -0.144
N: 1.218 -0.191 -0.525
N: 3.370 -1.132 -0.173
N: 0.243 0.686 0.171
C: -1.446 -0.919 0.384
C: -2.074 1.465 -0.022
C: 2.132 -0.533 0.261
C: -1.110 0.262 -0.309
H: -1.798 2.370 -0.577
H: 4.036 -1.701 0.463
H: -3.160 1.254 -0.499
H: 3.453 -1.518 -1.104
H: 1.997 -0.463 1.362
H: -2.217 1.744 1.029
H: -1.220 0.066 -1.462
H: -1.175 -1.107 1.402
H: 0.329 1.637 -0.260

natural (NBO) population analysis, charges in e, atoms 1 to 6: 0.053 -0.380 -0.844 -0.479 -0.253 -0.606


(2)
2 unconnected molecules or ions with the total composition C4H8O2 at a distorted geometry, computed with ωB97M-V/def2-TZVPD.

Output
HOMO energy (eV): -9.2
Relative energy (zero: lowest compared OMol25 entry of this formula, charge and spin) (eV): 4.592
Kohn-Sham gap (eV): 9.1739

Cartesian coordinates (Å):
O: 0.044 2.513 0.211
O: -1.184 -1.052 0.328
C: 0.351 0.462 -0.721
C: 1.049 -0.297 0.368
C: -0.966 -0.215 -0.809
C: 0.116 -1.473 0.740
H: -1.832 0.443 -0.950
H: 0.419 -2.387 0.198
H: 2.067 -0.587 0.089
H: 0.459 1.985 -0.649
H: 0.074 -1.695 1.812
H: -0.865 -0.823 -1.740
H: 1.140 0.422 1.189
H: -0.873 2.704 -0.065

natural (NBO) population analysis, charges in e, atoms 1 to 6: -0.936 -0.522 0.113 -0.602 -0.245 -0.085


(3)
5 unconnected molecules or ions with the total composition C3H15NO4 at a distorted geometry, computed with ωB97M-V/def2-TZVPD.

Output
HOMO energy (eV): -10.4
Relative energy (zero: lowest compared OMol25 entry of this formula, charge and spin) (eV): 1.925
SMILES string: C=NCC.O.O.O.O
Kohn-Sham gap (eV): 11.0623

Cartesian coordinates (Å):
O: 1.276 -1.088 0.741
O: -0.281 -3.769 0.541
O: 1.912 -0.180 -1.835
O: -1.682 -1.252 1.029
N: -0.054 1.736 -0.977
C: 0.024 1.998 1.542
C: -0.740 2.385 -1.856
C: -0.726 1.488 0.282
H: -0.884 -3.128 0.206
H: 1.693 -1.876 0.783
H: -0.699 -1.432 1.222
H: 1.414 0.634 -1.606
H: -0.108 3.159 1.701
H: -1.844 1.748 0.338
H: -0.321 1.510 2.490
H: 1.518 -0.783 -0.118
H: 1.048 1.757 1.359
H: -2.135 -1.142 1.921
H: -0.370 2.786 -2.829
H: -0.131 -3.501 1.403
H: 2.698 0.105 -2.335
H: -1.791 2.687 -1.539
H: -0.861 0.416 0.229

natural (NBO) population analysis, charges in e, atoms 1 to 6: -0.968 -0.932 -0.992 -0.983 -0.438 -0.612


(4)
C3H4OS in the gas phase at a distorted geometry, computed with ωB97M-V/def2-TZVPD.

Output
HOMO energy (eV): -9.2
Relative energy (zero: lowest compared OMol25 entry of this formula, charge and spin) (eV): 1.159
SMILES string: CC(=O)C=S
Kohn-Sham gap (eV): 8.1532

Cartesian coordinates (Å):
S: 1.608 -0.483 0.705
O: -1.131 0.372 -1.558
C: 0.738 0.444 -0.263
C: -1.884 -0.049 0.578
C: -0.778 0.307 -0.388
H: -1.822 -1.111 0.747
H: 1.279 1.163 -0.974
H: -1.722 0.169 1.610
H: -2.875 0.316 0.232

natural (NBO) population analysis, charges in e, atoms 1 to 6: 0.123 -0.511 -0.371 -0.717 0.500 0.254


(5)
A molecular structure, C9H8ClNS at a distorted geometry, computed with ωB97M-V/def2-TZVPD.

Output
HOMO energy (eV): -8.4
Relative energy (zero: lowest compared OMol25 entry of this formula, charge and spin) (eV): 4.252
Kohn-Sham gap (eV): 8.7049

Cartesian coordinates (Å):
Cl: 3.516 0.616 -0.082
S: -2.118 -1.945 -0.065
N: -1.028 3.215 0.353
C: 1.869 -1.619 0.184
C: -0.437 -1.259 0.006
C: -2.113 2.135 -0.263
C: -0.328 0.141 -0.022
C: -1.714 0.708 0.188
C: -2.769 -0.216 0.000
C: 0.580 -2.144 0.097
C: 0.976 0.663 -0.127
C: 2.028 -0.248 -0.039
H: -3.799 0.075 -0.151
H: -0.998 4.213 -0.449
H: -1.985 2.217 -1.366
H: 2.776 -2.254 0.393
H: 1.180 1.804 -0.459
H: -1.394 3.758 1.439
H: 0.226 -3.153 0.489
H: -3.250 2.507 -0.080

natural (NBO) population analysis, charges in e, atoms 1 to 6: 0.009 0.300 -0.890 -0.225 -0.116 -0.235


(6)
C15H23NO in the gas phase, computed with ωB97M-V/def2-TZVPD.

Output
HOMO energy (eV): -8.3
Relative energy (zero: lowest compared OMol25 entry of this formula, charge and spin) (eV): 1.376
SMILES string: CC(C)c1cccc(OCCN2CCCC2)c1
Kohn-Sham gap (eV): 9.2380

Cartesian coordinates (Å):
O: 0.467 1.081 -1.159
N: 2.794 -0.080 0.121
C: 2.321 1.242 0.440
C: -3.015 0.599 1.030
C: -3.910 -2.318 0.538
C: 3.974 -2.016 0.618
C: 4.742 -1.324 -0.508
C: 3.837 -0.144 -0.897
C: -0.925 1.761 0.740
C: -1.562 0.007 -0.769
C: -5.061 -0.626 -0.930
C: -2.747 -0.192 -0.084
C: -0.640 0.976 -0.371
C: -2.111 1.562 1.428
C: -3.720 -1.251 -0.543
C: 3.241 -0.851 1.266
C: 1.555 1.864 -0.734
H: 4.935 -1.988 -1.348
H: -3.300 -1.736 -1.431
H: 3.927 -0.276 1.914
H: 2.205 1.926 -1.611
H: -4.917 0.133 -1.696
H: -4.565 -3.108 0.176
H: -3.929 0.465 1.587
H: 1.650 1.148 1.298
H: -4.353 -1.887 1.432
H: -2.326 2.177 2.291
H: 2.380 -1.162 1.861
H: -5.533 -0.158 -0.070
H: 4.625 -2.545 1.312
H: 3.367 -0.304 -1.871
H: -0.246 2.530 1.076
H: 4.415 0.792 -0.944
H: 5.700 -0.958 -0.137
H: 1.237 2.881 -0.469
H: -5.734 -1.387 -1.319
H: -2.952 -2.757 0.807
H: -1.320 -0.587 -1.637
H: 3.248 -2.715 0.205
H: 3.144 1.933 0.716

natural (NBO) population analysis, charges in e, atoms 1 to 6: -0.490 -0.438 -0.238 -0.261 -0.594 -0.404


(7)
A molecular structure, C2H10N4O, computed with ωB97M-V/def2-TZVPD.

Output
HOMO energy (alpha / beta) (eV): -7.4 / -6.5
Relative energy (zero: lowest compared OMol25 entry of this formula, charge and spin) (eV): 7.315
Kohn-Sham gap (alpha / beta) (eV): 7.4778 / 6.4257

Cartesian coordinates (Å):
O: -0.904 -1.190 -0.140
N: -0.850 0.249 -0.234
N: 1.053 0.244 1.731
N: -0.158 0.487 -2.262
N: 0.919 0.172 -2.375
C: 1.869 -0.627 1.088
C: -2.202 0.752 -0.254
H: 1.923 -0.377 -0.279
H: -2.150 1.841 -0.326
H: 1.469 1.150 1.912
H: -1.599 -1.496 -0.746
H: 2.933 -0.549 1.288
H: -2.769 0.387 -1.128
H: 1.477 -1.632 0.981
H: 1.630 -0.230 -1.143
H: -2.762 0.479 0.650
H: 0.120 0.340 1.239

natural (NBO) population analysis, charges in e, atoms 1 to 6: -0.638 -0.282 -0.756 0.041 -0.164 -0.133


(8)
A molecular structure, C4H6LuO3 at a distorted geometry, computed with ωB97M-V/def2-TZVPD.

Output
HOMO energy (alpha / beta) (eV): -26.0 / -28.2
2S+1: 2
Net charge: +4
<S²>: 0.753
Relative energy (zero: lowest compared OMol25 entry of this formula, charge and spin) (eV): 0.767
Kohn-Sham gap (alpha / beta) (eV): 4.5387 / 6.7369

Cartesian coordinates (Å):
Lu: 1.343 -2.438 -2.334
O: -0.050 0.307 0.926
O: 0.387 -0.944 -0.919
O: -1.129 0.722 -0.893
C: 1.040 0.071 1.504
C: 1.278 -0.021 2.899
C: -0.253 -0.045 -0.431
C: -1.633 0.538 -2.250
H: -2.071 -0.462 -2.320
H: 0.431 -0.423 3.469
H: 1.581 1.167 2.560
H: 2.264 -0.459 3.107
H: -2.387 1.316 -2.370
H: -0.800 0.672 -2.948

natural (NBO) population analysis, charges in e, atoms 1 to 6: 2.879 -0.403 -0.911 -0.284 0.642 -0.625


Which of these has the highest relative energy (zero: lowest compared OMol25 entry of this formula, charge and spin)?
C2H10N4O


Which formula does entry 1 have?
C4H9N3S


The highest relative energy (zero: lowest compared OMol25 entry of this formula, charge and spin) belongs to which entry?
C2H10N4O


Look up the relative energy (zero: lowest compared OMol25 entry of this formula, charge and spin) of the second one.
4.592 eV